ORCA calculation (ωB97M-V with the def2-TZVPD basis set) on a molecular structure, C41H37F5IrNO5PSTe2.

```
94
Properties=species:S:1:pos:R:3:forces:R:3
Ir -2.119634 -0.515960 0.101747 0.27 0.03 -0.55
O -5.815238 -1.669484 -0.764765 -0.06 0.10 0.12
S -4.593839 -0.953815 -0.871681 -0.09 -0.21 0.19
O -3.385540 -1.744950 -1.242297 -0.16 -0.18 0.05
O -4.150639 -0.166543 0.339836 -0.08 -0.18 -0.13
C -4.809093 0.317750 -2.080331 0.05 0.01 0.00
C -6.081143 0.576110 -2.560534 -0.01 -0.04 -0.05
C -6.267517 1.624661 -3.449017 0.02 0.01 -0.01
C -5.187748 2.401853 -3.840929 0.00 0.00 0.00
C -3.917247 2.138314 -3.348419 0.02 -0.03 0.02
C -3.712745 1.091414 -2.456508 -0.08 0.04 0.08
P -2.045540 0.667150 -1.853988 -0.11 0.15 0.05
C -1.233600 2.290363 -1.809549 -0.05 0.03 0.12
C -0.056554 2.604117 -2.477470 0.02 0.00 -0.09
C 0.489456 3.877621 -2.360610 0.02 0.00 -0.01
C -0.139485 4.839897 -1.587116 -0.02 -0.02 0.02
C -1.319415 4.531312 -0.920623 0.03 0.01 0.00
C -1.861365 3.262903 -1.024636 -0.02 -0.05 -0.03
C -1.386053 -0.265002 -3.259633 0.10 -0.01 0.04
C -2.233750 -0.711161 -4.270452 -0.05 -0.03 -0.04
C -1.737223 -1.465776 -5.321402 -0.02 0.01 0.00
C -0.389291 -1.775927 -5.376931 0.03 0.00 0.01
C 0.459594 -1.341637 -4.369368 0.01 -0.02 0.01
C -0.034579 -0.600277 -3.308611 -0.01 -0.08 -0.05
H -6.903992 -0.045156 -2.235463 0.00 0.00 0.01
H -7.257238 1.835303 -3.831270 0.00 0.00 0.00
H -5.331654 3.218433 -4.536094 0.00 0.00 0.00
H -3.080739 2.748686 -3.663744 0.01 0.01 0.01
H 0.426347 1.874126 -3.113318 0.00 0.01 0.02
H 1.405142 4.115176 -2.886481 0.00 0.00 0.00
H 0.289208 5.829525 -1.498126 0.00 0.00 0.00
H -1.810017 5.273381 -0.304617 0.00 0.00 0.00
H -2.772689 3.023507 -0.486530 0.01 0.02 -0.04
H -3.291396 -0.486702 -4.242065 0.04 -0.01 -0.01
H -2.410642 -1.814549 -6.093017 0.00 0.00 0.00
H -0.000844 -2.365940 -6.196606 0.01 0.00 0.00
H 1.507705 -1.599939 -4.403542 0.07 0.00 0.02
H 0.630264 -0.297788 -2.512474 0.04 -0.04 0.09
F 0.970420 -4.195195 0.031271 -0.07 -0.12 0.08
Te -0.927031 -3.962546 0.489144 -0.33 -0.08 0.16
F -2.820254 -4.224925 0.418759 0.05 -0.05 -0.05
F -1.092513 -3.736833 -1.346673 0.04 0.04 -0.02
F -2.166007 -1.722637 1.743472 -0.05 0.02 -0.41
F -0.887267 -5.835896 0.487730 0.03 0.04 -0.01
O -0.170166 -1.303460 -0.053994 -0.13 0.15 0.01
C 7.143503 -2.081924 0.231738 0.00 0.01 0.01
C 5.688143 -1.743670 0.399495 0.01 -0.02 -0.03
C 5.244117 -0.990020 1.477850 0.00 0.01 0.01
C 3.901403 -0.688527 1.655517 -0.04 0.04 -0.04
C 3.509535 0.145531 2.853137 0.07 0.02 0.04
C 2.968307 -1.176938 0.720909 0.01 -0.13 -0.17
Te 1.005976 -0.510619 1.214617 0.10 0.14 0.28
N -1.325206 0.733840 1.256028 0.42 0.21 0.38
C -1.716113 1.959408 1.695738 0.06 -0.15 0.13
O -2.878741 2.281161 1.891784 -0.04 0.03 0.01
C -0.567650 2.833503 2.122547 -0.01 0.03 -0.05
C -0.686830 3.570077 3.295924 -0.03 0.04 -0.04
C 0.368357 4.355739 3.734336 0.01 0.00 -0.01
C 1.540026 4.425600 2.990980 0.00 0.01 0.02
C 1.654284 3.709526 1.807272 0.00 0.00 -0.02
C 0.605194 2.909364 1.378055 0.00 0.05 -0.01
C 0.848583 -1.857083 2.836382 -0.09 0.01 0.12
C 1.499557 -3.084180 2.726651 -0.07 0.04 0.00
C 1.340260 -4.039627 3.715411 -0.02 -0.04 0.03
C 0.545784 -3.754256 4.817400 0.02 -0.02 0.00
C -0.054467 -2.513710 4.940954 0.04 0.05 0.00
C 0.087865 -1.528239 3.964797 0.10 -0.08 -0.06
C -0.555214 -0.190605 4.191097 0.01 -0.07 -0.08
C 3.390930 -1.912720 -0.389349 -0.05 -0.02 0.13
C 2.481067 -2.435468 -1.460705 0.05 0.02 -0.14
C 4.750842 -2.181345 -0.520909 0.03 -0.02 0.02
H 7.758880 -1.556213 0.960511 0.00 0.00 0.00
H 7.494581 -1.818039 -0.766570 0.00 0.00 0.00
H 7.306744 -3.153018 0.362847 0.00 0.00 0.00
H 5.962355 -0.621758 2.202231 -0.01 0.00 0.00
H 4.401030 0.560842 3.320745 0.00 -0.03 0.02
H 2.983969 -0.447534 3.605879 0.00 0.01 -0.01
H 2.872265 0.995762 2.589354 0.01 -0.01 0.01
H -1.614035 3.516230 3.852063 0.00 -0.01 0.00
H 0.276781 4.917725 4.654866 0.00 0.00 0.00
H 2.360508 5.044749 3.330837 0.00 0.00 0.00
H 2.557291 3.778942 1.213307 0.01 0.01 0.00
H 0.684588 2.364555 0.443376 -0.03 0.10 0.02
H 2.100277 -3.311711 1.858302 0.02 0.01 -0.01
H 1.825465 -5.001600 3.617309 0.01 0.00 0.00
H 0.407121 -4.496607 5.592887 0.00 0.00 0.00
H -0.646496 -2.287505 5.819501 -0.01 -0.01 0.00
H -0.556814 0.043739 5.255894 -0.04 0.00 -0.02
H -1.581215 -0.205776 3.821891 -0.04 0.01 -0.01
H -0.029651 0.610580 3.672519 0.02 0.05 0.01
H 1.434696 -2.235172 -1.271461 -0.04 0.08 -0.06
H 2.580436 -3.517207 -1.546228 0.02 0.06 -0.03
H 2.776689 -1.992336 -2.413014 -0.03 0.02 -0.08
H 5.076576 -2.762968 -1.377778 0.00 0.00 0.00
```
Forces are in eV/Å.

Results
- HOMO-LUMO gap (spin up / spin down): 0.304 / 0.252 hartree
- Energy: -3894.79821 hartree
- 2S+1: 2
- HOMO energy (spin up / spin down): -0.311 / -0.303 hartree